[1]
24
Properties=species:S:1:pos:R:3:forces:R:3 method="wB97M-V/def2-TZVPD" e_above_lowest_kcal_mol=42.4 spin_multiplicity=1 total_energy_ev=-21321.35110 max_force_ev_per_a=2.52 e_homo_ev=-8.25 gap_ev=8.89 lumo_ev=0.64
H -2.1265 1.3500 0.9149 0.35 0.04 0.21
N -1.5385 0.8534 1.5957 0.03 -1.21 0.07
C -1.5164 -0.3835 1.2552 -0.49 0.09 -0.57
C -2.2925 -0.8167 -0.0348 -0.09 0.05 0.28
C -0.7021 -1.4548 2.0689 -0.63 1.98 -1.22
P 0.7879 -1.9292 1.0093 1.17 -0.63 2.14
O 1.5432 -0.4338 0.7293 -1.46 -1.28 -1.30
C 1.9403 -0.2641 -0.6428 0.72 0.77 -0.53
C 1.2396 0.9413 -1.3529 0.89 0.39 -0.14
C 1.2515 2.2260 -0.4503 0.25 0.00 0.01
O -0.0865 0.6595 -1.8089 0.03 0.12 0.55
H -2.3129 0.0146 -0.7836 0.22 -0.62 0.77
H -3.3596 -0.9940 0.2583 0.88 -0.22 -0.26
H -1.8478 -1.7029 -0.5475 -0.55 0.55 0.55
H -1.3282 -2.3279 2.3547 0.55 0.41 -0.40
H -0.3465 -0.9232 2.9871 -0.08 -0.64 -0.74
H 0.2127 -2.4678 -0.1854 -0.32 1.10 -0.09
H 1.8185 -1.1916 -1.2592 -0.06 0.58 0.53
H 3.0418 -0.0480 -0.6232 -0.86 -0.10 -0.07
H 1.8520 1.1778 -2.2659 -0.26 -0.36 0.74
H 1.8006 3.0608 -0.9552 -0.62 -0.68 0.25
H 1.8071 2.0373 0.5009 -0.67 0.05 -0.68
H 0.2169 2.5670 -0.2115 0.81 -0.40 -0.15
H -0.0545 0.0498 -2.5530 0.16 0.02 0.06

=====

[2]
26
Properties=species:S:1:pos:R:3:forces:R:3 method="wB97M-V/def2-TZVPD" e_above_lowest_kcal_mol=19.8 spin_multiplicity=1 total_energy_ev=-25416.26373 max_force_ev_per_a=1.17 e_homo_ev=-7.94 gap_ev=7.62 lumo_ev=-0.32
O 4.7303 0.9143 -0.0570 0.06 -0.05 -0.06
P 3.3171 0.8531 0.3530 0.32 0.07 -0.27
C 2.1053 1.3530 -0.9638 -0.45 0.05 0.04
C 1.3422 0.2022 -1.6059 0.25 -0.22 -0.16
N 0.5071 -0.4979 -0.5839 -0.18 -0.01 -0.17
C -0.1604 0.4785 0.3475 -1.13 0.03 0.31
C -0.1052 1.8876 -0.1819 0.19 -0.05 -0.19
O 1.2270 2.3412 -0.4485 0.08 -0.01 0.07
H 2.9270 1.6777 1.4195 -0.11 -0.09 0.07
H 2.9034 -0.4488 0.7388 -0.13 0.08 0.18
H 2.7222 1.8111 -1.7421 0.05 0.04 0.07
H 2.0198 -0.5213 -2.0588 0.02 0.01 0.04
H 0.6797 0.5663 -2.3884 -0.04 0.05 0.07
H 1.1015 -1.1159 -0.0376 -0.12 -0.16 -0.04
H -0.2371 -1.0824 -1.0161 -0.30 0.11 0.25
H 0.2460 0.3930 1.3548 0.34 -0.08 -0.14
H -1.2192 0.1816 0.3935 0.03 0.04 0.08
H -0.5246 2.5481 0.5729 0.00 0.02 -0.03
H -0.7135 1.9825 -1.0847 -0.03 -0.03 0.01
C -3.4266 -2.4229 1.4106 -0.07 -0.07 -0.13
C -3.0613 -1.2938 0.4440 -0.02 0.17 -0.03
O -2.3959 -1.6065 -0.5894 1.01 -0.04 -0.14
O -3.4129 -0.1390 0.7495 0.27 0.07 0.15
H -3.0633 -3.3854 1.0557 0.00 0.01 -0.02
H -2.9991 -2.2094 2.3914 -0.03 0.03 0.01
H -4.5095 -2.4669 1.5269 0.00 0.03 0.04